Entry 1:
Entry from the OMol25 dataset: a 3-piece molecular cluster, C6H14O2 overall at a distorted geometry (ωB97M-V/def2-TZVPD).

Structure (XYZ):
```
22
Properties=species:S:1:pos:R:3:forces:R:3
O 2.10563 -2.16063 0.85921 0.173 0.075 -0.266
O -2.15370 0.90677 -0.83949 0.487 -0.023 0.187
C 0.74450 0.25452 -0.61513 0.632 -1.092 0.550
C -0.89379 -1.62143 -0.19327 -1.555 -0.262 1.557
C 1.62880 -1.59497 1.80722 0.268 0.171 0.356
C 0.39529 -0.77645 1.67747 -0.314 -0.708 -0.298
C 1.67120 1.32018 -0.04426 -0.400 0.212 0.113
C -0.17782 -0.38410 0.45208 1.014 1.275 -0.681
H -2.14567 2.79121 -2.91460 -0.035 0.024 -0.004
H -0.21771 -2.46792 -0.25281 0.181 0.136 -0.443
H 2.48327 0.84913 0.50865 0.113 0.157 0.086
H 1.97095 -1.82880 2.82807 0.013 0.151 0.052
H -3.08016 1.17072 -0.84362 -0.015 0.006 0.242
H 2.09434 1.97477 -0.80423 0.098 -0.212 -0.152
H 0.07008 0.62358 -1.37622 -0.174 0.125 -0.120
H 1.11019 1.98547 0.62031 0.073 -0.076 0.094
H 1.34013 -0.57499 -1.00480 0.064 0.232 -0.442
H -2.63515 3.13858 -2.47901 0.020 0.051 -0.061
H -1.70577 -1.89546 0.49308 0.110 -0.214 -0.108
H -0.97072 0.40396 0.61368 -1.024 -0.377 -0.331
H -0.20548 -0.82577 2.58515 -0.210 0.091 -0.102
H -1.42839 -1.28838 -1.07748 0.482 0.257 -0.231
```
Positions in Å, forces in eV/Å.

Properties
- Gap between HOMO and LUMO: 4.182 eV
- Lowest unoccupied orbital energy: -3.62 eV
- HOMO: -7.80 eV
- Energy above the lowest of the compared OMol25 structures with the same formula, charge and spin: 7.7572 eV

Entry 2:
Entry from the OMol25 dataset: a 2-piece molecular cluster, C6H14O2 overall (ωB97M-V/def2-TZVPD).

Structure (XYZ):
```
22
Properties=species:S:1:pos:R:3:forces:R:3
O -0.76458 0.86456 3.31421 0.023 0.194 0.493
O -2.43466 -0.58246 0.79064 -0.081 0.189 0.183
C -1.33844 -0.73967 -1.32263 0.118 -0.222 -0.153
C 0.03607 -1.13618 -0.77749 -0.341 0.240 0.716
C 2.12829 -0.35123 0.37539 0.710 0.067 -0.315
C 1.08997 -0.00204 -0.68774 -0.313 -0.406 -0.560
C 0.48667 1.37684 -0.47636 -0.343 -0.240 0.552
C -2.25938 -0.12096 -0.30318 0.291 0.077 -0.417
H -2.79059 0.77942 -0.67165 -0.233 0.037 0.308
H 1.55379 -0.05207 -1.67227 0.299 0.408 -0.086
H 1.18556 2.19552 -0.59480 0.260 0.051 -0.049
H -0.11623 -1.57302 0.21925 -0.022 0.000 -0.204
H 0.09292 1.42380 0.54051 0.082 0.138 0.169
H -1.88873 -1.64150 -1.62973 0.201 0.085 -0.139
H -0.37108 1.56436 -1.11045 -0.001 0.113 -0.394
H 0.45870 -1.90107 -1.41639 0.051 -0.342 -0.011
H 2.13639 -1.41299 0.58419 -0.204 -0.293 0.207
H 3.15928 -0.15032 0.06612 -0.161 0.304 -0.099
H -1.24572 -0.08105 -2.19132 -0.108 -0.136 0.000
H 1.97027 0.20442 1.29434 -0.170 -0.037 0.230
H -0.14156 0.13777 3.23480 -0.070 0.006 -0.261
H -0.94693 1.19786 2.43456 0.012 -0.233 -0.169
```
Positions in Å, forces in eV/Å.

Properties
- Gap between HOMO and LUMO: 10.840 eV
- SMILES: CC(C)CCC=O.O
- Lowest unoccupied orbital energy: 0.85 eV
- HOMO: -9.99 eV
- Energy above the lowest of the compared OMol25 structures with the same formula, charge and spin: 1.1024 eV

Entry 3:
Entry from the OMol25 dataset: a 3-piece molecular cluster, C6H14O2 overall at a distorted geometry (ωB97M-V/def2-TZVPD).

Structure (XYZ):
```
22
Properties=species:S:1:pos:R:3:forces:R:3
O 1.04283 -3.30064 -0.64151 1.057 0.242 -0.033
O -2.37213 -1.76753 3.00908 0.087 0.364 2.279
C 0.88026 3.00798 1.54760 -0.568 0.415 0.823
C 1.00057 -0.27609 -2.19441 -0.963 -1.441 -0.213
C -0.70618 0.75956 -0.77941 -0.102 -1.544 0.584
C -0.10022 1.04921 0.36637 -0.264 2.118 0.844
C -0.35079 -0.57436 -1.40523 0.932 1.448 -1.603
C -0.16635 2.41642 0.97572 0.455 -0.843 -0.761
H 1.55783 -1.21445 -2.28277 0.256 0.258 0.358
H 0.86194 0.02091 -3.24092 -0.372 0.304 0.306
H 1.57182 -3.26423 0.18053 -0.993 -0.287 -0.528
H 0.62814 0.43270 0.87464 -0.011 -0.618 -0.308
H -1.05573 -0.95405 -2.14862 -0.266 0.047 0.366
H 1.50744 0.50192 -1.65784 0.690 0.101 0.071
H -1.08457 2.96283 0.79805 0.064 0.247 -0.085
H -1.97895 -0.89135 3.15536 -0.232 -0.566 -0.746
H -2.43031 -2.01210 2.11078 0.157 0.232 -1.562
H -1.36958 1.45826 -1.27471 0.033 0.051 0.024
H 0.78890 4.04220 1.85580 -0.020 0.050 0.038
H -0.16911 -1.31303 -0.64030 0.061 -0.099 0.065
H 1.79243 2.53440 1.89556 -0.026 -0.301 -0.537
H 0.15177 -3.61856 -0.50378 0.024 -0.178 0.617
```
Positions in Å, forces in eV/Å.

Properties
- Gap between HOMO and LUMO: 9.187 eV
- SMILES: C=C/C=C/CC.O.O
- Lowest unoccupied orbital energy: 0.49 eV
- HOMO: -8.70 eV
- Energy above the lowest of the compared OMol25 structures with the same formula, charge and spin: 2.4682 eV

Entry 4:
Entry from the OMol25 dataset: a 2-piece molecular cluster, C6H14O2Si2 overall at a distorted geometry (ωB97M-V/def2-TZVPD).

Structure (XYZ):
```
24
Properties=species:S:1:pos:R:3:forces:R:3
Si 1.49178 0.52994 -0.31586 0.166 -0.795 1.490
Si -2.33672 0.55651 -1.47473 0.039 0.816 -0.973
O 1.09024 1.67619 -1.42740 -1.186 -0.231 1.206
O -2.07551 -0.97513 -1.07419 -0.002 -1.831 0.024
C -3.12485 1.14011 0.07334 -0.506 0.418 0.598
C -3.52958 1.65423 1.08943 0.403 -0.565 -0.200
C 3.38634 0.65273 0.02012 -0.735 2.297 1.144
C -2.24373 -1.96499 -0.09912 -1.701 -0.804 2.721
C 1.22159 -1.32726 -0.81656 -5.438 3.232 1.271
C 0.32002 0.95989 1.28610 2.383 2.905 -5.188
H 3.95323 0.20695 -0.79074 0.281 -0.012 0.115
H 3.61372 0.23626 1.00598 0.082 -0.655 -0.305
H 0.90452 1.60145 1.88958 0.298 0.906 0.757
H -1.68597 -1.71749 0.86152 -0.185 -0.374 -1.402
H 1.71056 -1.59066 -1.62946 2.629 -1.208 -3.899
H -3.75275 1.89933 2.08584 -0.375 0.462 0.493
H -0.51832 1.45155 0.79249 -0.187 -0.076 0.651
H -2.04355 -2.99829 -0.45324 0.613 0.912 -0.148
H 1.52321 1.86758 -2.22928 0.822 0.099 -1.237
H 0.16522 0.09124 1.71795 -1.328 -4.100 2.281
H 1.43643 -1.95462 -0.04691 1.154 -1.714 2.487
H 0.10535 -1.61938 -1.02749 1.974 0.987 0.218
H -3.32037 -2.13105 0.33083 1.374 1.023 -1.159
H 3.70913 1.75491 0.23181 -0.576 -1.689 -0.944
```
Positions in Å, forces in eV/Å.

Properties
- Gap between HOMO and LUMO: 8.717 eV
- Lowest unoccupied orbital energy: -0.04 eV
- HOMO: -8.76 eV
- Energy above the lowest of the compared OMol25 structures with the same formula, charge and spin: 1.7435 eV

Entry 5:
Entry from the OMol25 dataset: a single C6H14O3 molecule at a distorted geometry (ωB97M-V/def2-TZVPD).

Structure (XYZ):
```
23
Properties=species:S:1:pos:R:3:forces:R:3
O -2.07775 -0.69140 1.59923 0.294 -0.216 -0.117
O -1.65353 -0.06864 0.37972 -0.488 -0.310 -0.232
O 0.19456 -0.83044 -0.75586 2.324 2.332 1.794
C 0.89369 1.56268 -0.57185 -0.071 -0.159 -0.007
C 2.34871 -0.36542 0.22570 -0.135 -0.012 -0.023
C -1.96460 -0.82081 -1.85704 0.705 -0.208 0.183
C 0.67732 0.65451 1.74498 -0.976 -0.436 -0.119
C 1.00756 0.33565 0.29968 0.455 -0.831 -2.097
C -1.12037 -1.02852 -0.59516 -1.813 -0.496 0.928
H 2.66921 -0.49839 -0.80307 -0.005 -0.014 -0.077
H 1.52333 2.35204 -0.15304 -0.051 0.071 -0.031
H 2.24862 -1.34813 0.68587 0.117 0.009 0.030
H -1.26070 -2.05775 -0.20958 -0.452 0.420 0.189
H -1.49387 -1.35190 -2.68190 -0.018 -0.067 -0.087
H 1.20140 1.35265 -1.59195 0.126 -0.030 -0.021
H 3.10921 0.20117 0.76663 -0.030 0.048 0.004
H -0.21591 1.26190 1.85828 -0.249 -0.277 -0.110
H -1.99703 0.23656 -2.10808 -0.120 0.091 0.005
H -2.96116 -1.22884 -1.69395 -0.056 0.157 -0.030
H 0.58708 -0.25874 2.32780 -0.042 0.066 0.211
H 1.46678 1.28525 2.16152 0.370 -0.334 -0.273
H -3.03996 -0.58844 1.57105 0.109 0.050 -0.223
H -0.14261 1.89501 -0.59900 0.005 0.144 0.104
```
Positions in Å, forces in eV/Å.

Properties
- Gap between HOMO and LUMO: 10.139 eV
- SMILES: C[C@H](OO)OC(C)(C)C
- Lowest unoccupied orbital energy: 0.87 eV
- HOMO: -9.27 eV
- Energy above the lowest of the compared OMol25 structures with the same formula, charge and spin: 4.6444 eV

Entry 6:
Entry from the OMol25 dataset: C6H14O3Sr as an isolated structure at a distorted geometry (ωB97M-V/def2-TZVPD).

Structure (XYZ):
```
24
Properties=species:S:1:pos:R:3:forces:R:3
Sr -3.48602 2.05824 4.51997 -6.778 4.410 -2.809
O -4.67526 0.87577 3.16278 -1.607 -2.322 -2.154
O -1.96119 2.27534 5.51091 7.344 -0.015 4.580
O -2.78994 -0.09917 4.65501 0.088 -1.358 -0.078
C -4.51473 -0.55361 3.13742 -0.092 -0.386 -0.631
C -3.11046 -0.83496 3.54162 -0.308 -0.461 0.727
C -2.10059 0.47133 0.44159 -0.687 -1.002 2.379
C -5.81254 1.34132 2.43852 -0.315 -0.275 -0.104
C -1.42294 -0.04158 5.11429 0.719 -0.140 -0.042
C -1.36114 1.15021 6.06762 0.958 -0.268 0.784
H -2.96848 0.14510 -0.14350 0.377 0.062 -0.079
H -0.29365 1.32130 6.29976 -0.288 -0.124 0.022
H -1.14767 0.23197 -0.04168 -0.359 0.065 0.180
H -2.20129 1.54268 0.65122 0.198 -0.178 -0.210
H -4.68535 -0.93468 2.12104 0.030 0.051 0.167
H -5.81893 2.43350 2.50083 -0.047 -0.140 -0.041
H -6.72216 0.93365 2.89980 0.096 0.164 -0.254
H -1.84973 0.85783 7.01887 0.137 0.143 -0.236
H -2.20064 -0.08694 1.50093 0.501 1.133 -2.354
H -1.16642 -0.99269 5.59887 0.014 0.243 -0.086
H -0.78337 0.12071 4.23432 -0.118 -0.075 0.207
H -2.70181 -1.84490 3.48845 0.019 0.251 -0.172
H -5.27786 -1.00586 3.79602 0.230 0.077 -0.025
H -5.73378 1.02925 1.38905 -0.111 0.147 0.229
```
Positions in Å, forces in eV/Å.

Properties
- Expectation value of S²: 0.7530
- 2S+1: 2
- Gap between HOMO and LUMO (alpha / beta): 8.532 / 9.022 eV
- Net charge: +1
- Lowest unoccupied orbital energy (alpha / beta): -3.54 / -3.84 eV
- HOMO (alpha / beta): -12.07 / -12.86 eV
- Energy above the lowest of the compared OMol25 structures with the same formula, charge and spin: 0.7974 eV

Entry 7:
Entry from the OMol25 dataset: C6H14O3Sr as an isolated structure at a distorted geometry (ωB97M-V/def2-TZVPD).

Structure (XYZ):
```
24
Properties=species:S:1:pos:R:3:forces:R:3
Sr -0.30293 -2.40019 -0.33735 1.020 -2.732 5.048
O -0.96958 -3.45876 -1.78417 -1.724 -2.299 -4.737
O 0.06152 -0.43900 0.36237 0.658 4.489 3.607
O 0.05565 -1.02999 -2.16489 0.457 0.562 -0.434
C 0.59633 0.55117 -0.52724 0.497 1.071 -0.155
C 0.63169 3.00762 4.32090 -0.052 0.138 -0.264
C 0.39500 1.53776 4.36358 -0.044 -0.171 1.004
C -0.70288 -3.07003 -3.09471 -0.176 -0.420 -0.880
C -0.73641 -1.54953 -3.24218 -0.410 -0.036 -0.463
C -0.04822 0.35721 -1.88082 -0.143 0.137 -0.154
H 1.20734 0.89675 4.71909 -0.066 0.165 -0.417
H 0.37660 1.55595 -0.14730 0.074 -0.177 -0.144
H -1.10983 0.64812 -1.85346 0.189 -0.029 -0.023
H 0.68721 3.41920 5.34631 0.002 -0.155 -0.222
H 0.29192 -3.42773 -3.42909 -0.283 0.054 0.107
H 1.68787 0.43058 -0.58219 -0.277 -0.011 -0.022
H 0.12994 -0.11725 1.32852 -0.086 -0.423 -2.083
H 0.46890 0.95456 -2.64440 -0.117 -0.062 0.188
H -0.57622 1.19346 4.73170 0.116 0.110 -0.424
H -1.44207 -3.48121 -3.80727 0.255 0.112 0.109
H -0.32481 -1.20971 -4.20347 -0.137 -0.107 0.191
H -1.76497 -1.16948 -3.12680 0.209 -0.065 -0.046
H 1.58094 3.25945 3.82903 -0.257 -0.017 0.105
H -0.19298 3.54104 3.82386 0.292 -0.133 0.110
```
Positions in Å, forces in eV/Å.

Properties
- Expectation value of S²: 0.7532
- 2S+1: 2
- Gap between HOMO and LUMO (alpha / beta): 7.528 / 8.741 eV
- Net charge: +1
- Lowest unoccupied orbital energy (alpha / beta): -3.70 / -3.86 eV
- HOMO (alpha / beta): -11.23 / -12.60 eV
- Energy above the lowest of the compared OMol25 structures with the same formula, charge and spin: 0.0000 eV

Entry 8:
Entry from the OMol25 dataset: C6H14O4 as an isolated structure at a distorted geometry (ωB97M-V/def2-TZVPD).

Structure (XYZ):
```
24
Properties=species:S:1:pos:R:3:forces:R:3
O 2.05193 2.11453 1.13675 -0.036 0.040 0.036
O 0.01357 2.45064 2.16943 -0.013 -0.766 -0.706
O 0.04328 -1.63921 -1.85586 -0.104 0.578 0.141
O 1.16141 -2.49776 -0.05438 0.028 0.087 -0.039
C 0.07281 -0.05609 0.62325 -0.694 -5.576 -2.319
C 0.67792 2.30706 0.94734 0.058 0.093 -2.367
C -1.20264 -2.54574 0.00237 -0.059 -0.293 -0.008
C -0.96408 1.25125 -1.27323 0.114 0.166 -0.143
C 0.21896 0.83190 -0.45503 0.949 4.491 2.312
C 0.01555 -1.78945 -0.46045 -0.023 0.774 2.206
H 1.15913 0.76931 -0.99980 -0.035 0.113 0.134
H 0.47159 3.21346 0.37122 -0.089 0.001 0.166
H -2.11379 -2.03122 -0.30875 0.106 0.053 0.060
H -0.88369 -0.05058 1.14065 0.110 0.085 0.053
H -0.06593 -2.51960 -2.26247 0.079 0.372 0.354
H 0.25561 1.69161 2.71947 -0.060 0.043 -0.007
H -1.08109 0.58319 -2.13065 -0.059 -0.070 0.153
H -1.20299 -2.66213 1.08827 0.018 0.082 -0.104
H -0.80606 2.25213 -1.68631 -0.057 -0.030 0.085
H 0.94453 -0.28047 1.23107 -0.069 0.110 0.016
H -1.22584 -3.55826 -0.43248 0.072 0.146 0.013
H -1.88590 1.25423 -0.68817 0.053 -0.008 -0.011
H 1.92696 -2.00182 -0.37797 -0.114 -0.128 0.066
H 2.41875 2.91301 1.55571 -0.174 -0.361 -0.091
```
Positions in Å, forces in eV/Å.

Properties
- Gap between HOMO and LUMO: 8.087 eV
- Lowest unoccupied orbital energy: 0.69 eV
- HOMO: -7.40 eV
- Energy above the lowest of the compared OMol25 structures with the same formula, charge and spin: 4.5544 eV